The following is a DFT calculation (ωB97M-V/def2-TZVPD) of a 5-piece molecular cluster, C30H71N overall in a non-equilibrium geometry.

Each line ends with the Mulliken charge.
Atoms and positions in Å:
N  -7.07570  4.78900  -5.46301  0.144
C  0.53344  -4.45323  1.30066  -0.094
C  0.07390  -2.55347  5.92131  -1.284
C  0.63798  -5.70182  0.38485  -1.543
C  -0.07508  -0.49782  -1.24643  -1.050
C  4.81099  -2.47708  1.21260  0.596
C  4.33911  -0.13088  4.73479  0.224
C  4.69922  -2.31016  -1.42029  -0.565
C  5.50094  0.28012  3.86558  -2.147
C  0.40140  -3.51920  3.64500  -0.035
C  4.62002  -3.42635  2.44089  -1.403
C  1.49362  -0.41375  0.87478  0.021
C  1.54886  2.51597  4.72759  -0.974
C  -6.94925  3.45116  -5.69760  -0.478
C  -2.76221  2.35554  -1.80303  -1.561
C  -8.03164  2.61494  -5.03423  -1.320
C  2.51294  1.51875  4.05347  -0.455
C  -0.65500  0.86947  -1.21718  -0.528
C  1.45867  -0.66124  -0.64457  0.547
C  0.35449  2.60808  3.75347  -1.261
C  3.44101  0.95508  5.18207  -0.684
C  0.59095  -4.64682  2.84951  -0.839
C  -2.01938  1.09669  -1.94607  -0.503
C  -6.08198  4.88042  -3.22957  -0.755
C  4.83460  -2.19412  -3.80484  -1.376
C  4.42108  -3.16713  -0.08875  -0.076
C  -6.05654  5.64088  -6.22787  -0.081
C  4.40739  -2.96638  -2.65192  -0.330
C  0.42110  -3.79682  5.13363  -0.425
C  -7.20779  5.31486  -4.09952  -0.938
C  -6.48533  5.88600  -7.58447  -1.605
H  1.51416  -6.24760  0.57407  0.357
H  1.54554  -5.13880  2.92842  0.319
H  -0.84234  -1.99613  5.80558  0.416
H  0.01352  1.57309  -1.34723  0.642
H  -6.52766  4.97529  -8.03487  0.420
H  -8.27607  5.03278  -3.58815  0.259
H  1.77611  3.56067  4.63738  0.294
H  -0.32982  3.55536  4.13878  0.280
H  4.07279  -1.29559  -1.47034  -0.051
H  4.89102  -0.44170  5.60470  0.360
H  0.07055  -2.84292  7.00169  0.341
H  -6.05075  3.64033  -3.23634  0.021
H  5.21410  -4.20385  2.30562  0.737
H  4.49351  -2.80272  -4.67917  0.337
H  1.97797  0.03152  -1.37684  0.455
H  0.85865  -5.17181  -0.76864  0.177
H  4.32748  -1.16096  -3.82548  0.273
H  2.43353  -0.10042  1.06083  0.583
H  1.18566  -1.18499  1.15142  -0.628
H  -3.56926  2.52470  -2.67003  0.125
H  1.82589  0.70753  3.75089  -0.219
H  0.12064  -0.75554  -2.40289  0.212
H  1.39013  -3.73734  1.08646  -0.301
H  3.88067  1.80490  5.80939  0.403
H  -2.22185  3.20126  -1.57129  0.500
H  -0.84184  1.09653  -0.06824  0.077
H  4.72995  -4.18844  -0.15723  0.655
H  3.21136  -3.22680  -0.03826  -0.615
H  2.79889  0.39088  5.90713  0.275
H  4.95954  -2.99598  3.46456  0.276
H  1.85208  -1.82824  -0.72590  -0.472
H  -0.05100  1.64956  3.58694  0.386
H  -0.20982  -6.14042  0.58192  0.613
H  0.64057  -1.81679  5.77461  0.215
H  -5.75985  6.52006  -8.13199  0.373
H  4.61241  -4.09352  -2.54212  0.326
H  0.62390  0.27363  1.55944  -0.265
H  -6.24841  5.10841  -2.25998  0.568
H  3.84177  -1.02779  4.28424  -0.284
H  2.76538  1.88459  3.26520  1.112
H  5.81626  -1.89158  -3.78174  0.433
H  3.63390  -3.96447  2.55482  0.000
H  -5.97047  3.15845  -5.68969  0.559
H  -2.53530  0.13771  -1.76978  0.318
H  -3.31363  2.36919  -1.06215  0.675
H  3.39662  -3.08563  -2.73270  0.316
H  -0.26223  -3.88929  0.97882  0.717
H  -7.88863  2.54197  -3.99642  0.342
H  -5.80589  6.76624  -5.71932  0.260
H  -0.16321  -5.44454  2.95463  0.385
H  -5.21308  5.35047  -3.72096  0.265
H  5.75538  -2.16370  -1.51077  0.650
H  1.43789  -4.41701  5.56258  0.257
H  5.87393  -2.16312  0.96327  0.321
H  5.75996  1.22743  4.05635  0.571
H  1.10059  -2.63444  3.43939  -0.238
H  -0.41282  -3.04970  3.20798  0.573
H  6.28507  -0.22998  3.83560  0.702
H  0.60506  3.03847  2.82122  0.365
H  -0.71878  -1.21660  -0.87176  0.510
H  4.19973  -1.73933  1.49018  -0.487
H  -9.10518  3.00305  -5.22469  0.271
H  -1.79798  0.88603  -3.04179  0.315
H  1.34015  2.34406  5.64373  0.636
H  -0.30747  -4.56429  5.33735  0.386
H  -7.37734  6.36107  -4.06993  0.455
H  -5.04817  4.94708  -6.25114  0.206
H  -7.35449  6.38249  -7.74078  0.418
H  -8.12082  1.50792  -5.19099  0.372
H  5.14079  0.24625  2.91296  0.412
H  -7.35077  3.19236  -6.68943  0.258

Atoms 1-3, force components in eV/Å:
0.01 6.11 0.32
3.84 0.80 0.50
-3.74 -5.49 3.27

* energy relative to the best compared isomer or geometry (same formula, charge and spin): 5.046 eV
* E_tot: -1239.747157 Ha
* strongest force on any atom: 13.88 eV Å⁻¹
* SMILES string: CCN(CC)CC.CCCCCC.CCCCCC.CCCCCC.CCCCCC